# C5H10INOS

One molecule with the formula C5H10INOS (the ωB97M-V functional and the def2-TZVPD basis, the OMol25 dataset).

Element x y z (Å)
C: 0.864 1.315 1.222
C: -0.413 2.093 0.903
C: -1.038 0.422 -0.870
C: -0.193 -0.744 -0.537
C: 0.650 -2.970 1.009
N: 1.384 1.104 -0.103
O: -1.353 1.136 0.313
S: -0.527 -1.586 0.883
I: 3.167 0.241 -0.191
H: 1.636 1.786 1.989
H: 0.582 0.283 1.738
H: -0.974 2.545 1.891
H: -0.253 2.851 0.090
H: -0.658 1.026 -1.744
H: -2.154 0.205 -1.049
H: 0.407 -1.198 -1.241
H: 0.101 -3.807 0.495
H: 0.840 -3.295 2.091
H: 1.696 -2.733 0.601

Cartesian forces (eV/Å) of the 6 atoms listed first:
C 1.212 -0.452 1.581
C -1.616 0.053 1.015
C -2.639 0.705 -0.244
C 0.185 1.099 1.007
C 0.975 -0.956 -0.084
N -1.145 -0.782 0.125

Summary:
* lowest unoccupied orbital energy (spin up / spin down): -0.52 / -0.16 eV
* HOMO level (spin up / spin down): -7.245 / -8.133 eV
* frontier orbital gap (spin up / spin down): 6.73 / 7.98 eV



# C5H10InO3

C5H10InO3 as an isolated structure (the ωB97M-V functional and the def2-TZVPD basis, the OMol25 dataset).

Element x y z (Å)
O: 0.056 -2.375 -1.711
C: -0.222 -3.025 -0.587
C: -0.689 -2.215 0.571
O: -0.046 -0.931 0.553
C: -0.677 0.204 1.123
C: 0.172 1.392 0.739
O: 0.457 1.300 -0.665
C: 1.011 2.498 -1.213
In: 0.698 -0.590 -1.267
H: -0.465 -4.093 -0.625
H: -1.771 -1.984 0.482
H: -0.742 0.114 2.216
H: -1.690 0.292 0.699
H: 1.124 1.399 1.289
H: -0.372 2.324 0.940
H: 1.352 2.271 -2.228
H: 0.234 3.272 -1.249
H: 1.853 2.838 -0.595
H: -0.282 -2.690 1.528

Cartesian forces (eV/Å) of the 6 atoms listed first:
O -1.698 -6.078 3.916
C -1.599 2.410 -4.799
C 1.363 -0.139 2.447
O 0.079 -1.234 0.974
C -1.185 1.082 0.787
C 0.067 0.410 0.938

Summary:
* multiplicity: 2
* lowest unoccupied orbital energy (spin up / spin down): -10.17 / -10.15 eV
* HOMO level (spin up / spin down): -16.736 / -19.862 eV
* frontier orbital gap (spin up / spin down): 6.57 / 9.72 eV
* expectation value of S²: 0.75
* charge: +2



# C5H10N

An isolated ion of composition C5H10N and charge +1 (the ωB97M-V functional and the def2-TZVPD basis, the OMol25 dataset).

Element x y z (Å)
C: -0.193 -2.823 -0.411
C: 0.373 -1.926 0.154
C: 0.890 -0.737 0.752
C: 0.285 0.639 -0.308
C: 0.265 1.923 0.465
N: -1.080 0.204 -0.709
H: -0.574 -3.693 -0.860
H: 1.970 -0.676 0.722
H: 0.499 -0.557 1.749
H: 0.939 0.645 -1.175
H: -0.350 1.835 1.359
H: 1.272 2.191 0.776
H: -0.115 2.739 -0.146
H: -1.760 0.478 0.013
H: -1.050 -0.849 -0.774
H: -1.373 0.608 -1.605

Cartesian forces (eV/Å) of the 6 atoms listed first:
C 0.423 0.417 0.309
C -0.246 -0.511 -0.130
C -0.989 2.773 -1.947
C 1.384 -2.459 2.307
C 0.016 0.089 -0.114
N -0.127 -0.052 -0.109

Summary:
* lowest unoccupied orbital energy: -3.37 eV
* HOMO level: -14.562 eV
* frontier orbital gap: 11.19 eV
* charge: +1



# C5H10N

A 2-piece molecular cluster, C5H10N overall (the ωB97M-V functional and the def2-TZVPD basis, the OMol25 dataset).

Element x y z (Å)
C: 0.114 -0.397 0.543
C: 0.276 -1.150 1.583
C: 0.316 -2.565 2.015
C: 0.954 1.544 -1.491
C: -1.417 1.336 -1.277
N: -0.172 0.738 -1.403
H: 0.452 -0.387 2.363
H: -0.321 -2.701 2.888
H: 1.338 -2.830 2.290
H: -0.020 -3.210 1.206
H: 1.845 0.999 -1.176
H: 1.103 1.686 -2.576
H: 0.878 2.535 -1.021
H: -1.784 1.405 -2.316
H: -2.132 0.660 -0.803
H: -1.429 2.336 -0.825

Cartesian forces (eV/Å) of the 6 atoms listed first:
C 0.020 0.035 0.320
C -0.173 1.072 -1.311
C -0.006 -0.607 -0.097
C 0.989 0.904 0.376
C -1.039 0.690 0.625
N 0.241 -2.086 0.618

Summary:
* lowest unoccupied orbital energy: -6.57 eV
* HOMO level: -15.080 eV
* frontier orbital gap: 8.51 eV
* charge: +1